{
  "formula": "C22H21ClN3O10Rh",
  "method": "ωB97M-V/def2-TZVPD",
  "species": ["Rh", "Cl", "O", "O", "O", "O", "O", "O", "O", "O", "O", "O", "N", "N", "N", "C", "C", "C", "C", "C", "C", "C", "C", "C", "C", "C", "C", "C", "C", "C", "C", "C", "C", "C", "C", "C", "C", "H", "H", "H", "H", "H", "H", "H", "H", "H", "H", "H", "H", "H", "H", "H", "H", "H", "H", "H", "H", "H"],
  "coordinates": [[-0.18066, 1.04233, 0.71837], [-2.04133, 3.21120, -0.03324], [-1.39701, -0.37502, -0.21494], [-2.03182, 2.65125, -1.36275], [-2.15018, 2.89400, 4.05273], [-2.83749, -4.54153, -4.60440], [-2.73034, 4.45754, 0.01941], [-0.62714, 3.38049, 0.41810], [-3.68624, -2.40598, -4.33620], [-2.62657, 2.23207, 0.89223], [0.15086, -1.91895, 0.27395], [-0.46583, 1.95917, 2.90818], [-1.92079, -0.30958, 2.68885], [-2.32936, 0.75638, 3.49328], [1.42733, -0.01552, 1.94982], [-1.44141, 4.14818, 3.93427], [-1.57191, 1.87832, 3.42808], [-3.77366, -3.59056, -5.13134], [3.43735, 0.77736, 3.08345], [5.43162, 1.25765, 1.82923], [-2.33078, -1.84009, -2.36266], [4.76336, 1.18908, 3.04179], [1.45651, 1.03230, -0.78002], [2.77928, 0.44204, 1.91336], [-2.24919, -3.93980, -3.53275], [4.75179, 0.95110, 0.65789], [2.32797, -0.60629, -2.76607], [-0.83710, -3.63334, -1.67407], [3.42111, 0.55798, 0.68381], [-1.28870, -4.46258, -2.70600], [3.07243, -0.49018, -1.58816], [-1.34419, -2.35414, -1.50310], [0.76468, 1.04268, -1.97300], [1.18524, 0.14580, -2.96334], [-0.78811, -1.50967, -0.40847], [2.65518, 0.35619, -0.57566], [-2.75325, -2.66615, -3.36599], [5.24613, 1.04831, -0.30160], [-2.00139, -1.18202, 3.19385], [3.97288, -1.07763, -1.44831], [-1.35527, 4.42367, 2.88644], [1.23924, -0.87257, 1.41314], [-0.45246, 4.06126, 4.37526], [-0.09253, 1.68602, -2.12771], [1.04575, -0.08153, 2.88519], [0.62750, 0.07278, -3.88835], [-2.44040, -0.34825, 1.81579], [5.27259, 1.44700, 3.96145], [2.91521, 0.69818, 4.03033], [-0.07138, -3.97581, -0.99224], [-0.90196, -5.46161, -2.85150], [-3.50369, -3.35776, -6.15992], [-2.71471, -0.83728, -2.23119], [6.46716, 1.56761, 1.79081], [-4.77958, -4.00169, -5.06262], [-3.31349, 0.90445, 3.66972], [2.66361, -1.28303, -3.54144], [-2.04484, 4.86618, 4.47825]],
  "forces_ev_per_a": [[-0.252, 0.114, 0.684], [0.100, -0.429, -0.195], [0.320, -0.135, -0.028], [-0.085, 0.391, 0.501], [0.082, 0.027, 0.000], [-0.164, 0.079, -0.143], [0.291, -0.324, 0.151], [-0.456, -0.166, -0.451], [-0.037, -0.133, -0.111], [0.138, 0.376, -0.349], [0.262, 0.162, 0.064], [0.055, -0.242, -0.210], [-0.011, -0.063, -0.028], [-0.020, -0.049, -0.084], [0.147, 0.119, -0.301], [-0.123, -0.074, 0.010], [0.032, 0.307, 0.086], [0.195, 0.055, 0.230], [0.160, -0.011, 0.109], [-0.068, -0.016, -0.021], [0.083, 0.060, 0.101], [-0.055, -0.020, 0.023], [0.101, 0.446, 0.073], [-0.411, -0.188, 0.134], [0.087, -0.244, -0.036], [0.099, 0.019, -0.029], [0.053, -0.020, 0.065], [-0.017, -0.122, -0.122], [-0.078, 0.042, -0.291], [0.101, 0.061, 0.168], [0.049, -0.096, -0.114], [-0.028, 0.037, -0.167], [-0.009, -0.092, -0.021], [-0.021, 0.056, 0.027], [-0.506, -0.058, 0.145], [0.038, -0.066, 0.152], [-0.133, 0.233, -0.007], [-0.001, -0.001, 0.023], [0.001, 0.049, -0.011], [-0.008, 0.000, -0.039], [0.005, 0.013, -0.022], [0.108, -0.094, 0.157], [0.026, 0.001, 0.023], [-0.014, 0.005, -0.020], [0.028, 0.018, -0.022], [0.016, -0.006, -0.002], [-0.011, 0.020, 0.031], [-0.007, -0.006, -0.013], [0.024, 0.006, -0.011], [-0.007, 0.005, -0.003], [-0.008, 0.014, 0.003], [-0.006, 0.013, -0.078], [0.007, -0.032, 0.000], [-0.008, 0.006, -0.001], [-0.074, -0.030, -0.008], [0.021, -0.023, -0.028], [0.004, -0.001, 0.012], [-0.013, 0.006, -0.003]],
  "s2": 6.01,
  "lumo_ev": [0.52, -1.94],
  "mol_weight_g_mol": 625.78,
  "multiplicity": 5,
  "relative_energy_ev": 0.2134,
  "largest_force_ev_per_a": 0.74,
  "total_energy_ha": -2338.0018,
  "total_charge": 0,
  "orbital_gap_ev": [8.7, 6.3],
  "e_homo_ev": [-8.161, -8.224]
}

=====

{
  "formula": "C37H96ClN8O18",
  "method": "ωB97M-V/def2-TZVPD",
  "species": ["Cl", "O", "O", "O", "O", "O", "O", "O", "O", "O", "O", "O", "O", "O", "O", "O", "O", "O", "O", "N", "N", "N", "N", "N", "N", "N", "N", "C", "C", "C", "C", "C", "C", "C", "C", "C", "C", "C", "C", "C", "C", "C", "C", "C", "C", "C", "C", "C", "C", "C", "C", "C", "C", "C", "C", "C", "C", "C", "C", "C", "C", "C", "C", "C", "H", "H", "H", "H", "H", "H", "H", "H", "H", "H", "H", "H", "H", "H", "H", "H", "H", "H", "H", "H", "H", "H", "H", "H", "H", "H", "H", "H", "H", "H", "H", "H", "H", "H", "H", "H", "H", "H", "H", "H", "H", "H", "H", "H", "H", "H", "H", "H", "H", "H", "H", "H", "H", "H", "H", "H", "H", "H", "H", "H", "H", "H", "H", "H", "H", "H", "H", "H", "H", "H", "H", "H", "H", "H", "H", "H", "H", "H", "H", "H", "H", "H", "H", "H", "H", "H", "H", "H", "H", "H", "H", "H", "H", "H", "H", "H"],
  "coordinates": [[-7.57941, 1.68310, -17.74644], [-7.11885, -1.00132, -22.24362], [-8.76195, 1.58907, -18.63921], [-7.44735, -1.57454, -13.50194], [-7.89003, 1.31077, -16.44393], [-6.54173, 0.74869, -18.13960], [-1.96625, 2.31450, -18.43949], [-14.56580, 4.24199, -17.67998], [-4.83590, 3.53574, -13.43599], [-6.67328, 1.92963, -26.19861], [-5.58972, 7.90292, -17.25959], [-11.00370, 4.75768, -14.18332], [-6.97100, 2.98552, -17.80498], [-11.70350, -2.20188, -21.86292], [-12.15605, -1.92387, -16.52553], [-4.93767, -1.65272, -17.27155], [-7.48099, -6.39053, -12.67808], [-10.33910, 10.06747, -24.99212], [-7.44715, 5.70765, -21.75562], [-7.26200, -3.77191, -11.23272], [-6.10311, 1.33394, -23.29461], [-5.92329, 6.74342, -14.74100], [-10.62022, -2.25936, -19.04384], [-3.83702, 2.58412, -17.23556], [-11.96303, 4.57709, -16.89809], [-7.76738, 8.74175, -23.85349], [-4.02528, 2.40500, -19.31751], [-6.73229, 0.04677, -21.39151], [-6.99375, -6.09487, -13.93585], [-5.51494, 2.35116, -25.51643], [-10.78223, -2.25738, -16.57803], [-3.17811, 2.42217, -18.32674], [-11.50266, 4.51514, -12.89300], [-12.85750, -2.68623, -15.58765], [-6.33555, 1.50145, -27.53304], [-10.30206, -2.26329, -21.43435], [-6.10360, -4.66835, -11.45753], [-6.79998, 5.42659, -20.50472], [-14.47949, 2.84330, -17.87555], [-6.34737, -1.70927, -12.53692], [-10.71922, 3.68480, -15.08624], [-6.85698, -2.31900, -11.13298], [-10.16322, -1.52139, -17.81241], [-5.09699, 2.13252, -13.55618], [-12.24050, 4.73203, -18.31012], [-6.61949, -6.10820, -11.61674], [-11.78378, 9.80466, -25.09739], [-5.70672, 4.26839, -14.27901], [-7.01424, -1.60785, -14.90342], [-10.60143, 4.12874, -16.53550], [-6.78578, -2.33150, -21.81254], [-6.55124, 6.83638, -17.16149], [-8.10527, 9.01223, -25.22163], [-12.03829, -3.12196, -22.86534], [-9.99178, -1.54433, -20.14709], [-6.86238, 1.42449, -22.05249], [-9.57240, 8.95953, -25.59737], [-7.52731, 7.10796, -22.00350], [-8.14500, 7.38009, -23.43095], [-4.97160, 5.57500, -14.67806], [-5.96283, 2.63209, -24.03534], [-7.03399, 6.64741, -15.69460], [-4.95203, 7.86962, -18.52848], [-13.75515, 5.05797, -18.46044], [-5.62081, -4.42852, -12.40489], [-7.70159, 7.45537, -15.39527], [-9.96359, 4.99624, -16.70490], [-5.01572, 2.52973, -19.16403], [-5.01597, 1.76483, -14.57909], [-13.03162, -2.90762, -23.25964], [-4.51926, 5.24242, -15.61234], [-10.24007, -0.48429, -20.19957], [-15.31322, 2.41827, -17.31668], [-7.97659, 7.77203, -21.26508], [-9.72650, -1.72772, -22.18933], [-7.74754, 5.84067, -15.52693], [-9.84288, 8.98940, -26.65285], [-6.63103, 0.80338, -23.97278], [-7.31991, -0.02392, -20.47619], [-7.89362, -1.32854, -15.48374], [-7.67049, -1.67052, -10.80774], [-4.82231, 2.36828, -17.28758], [-14.07197, 6.07581, -18.23300], [-7.44630, 7.04783, -17.74653], [-5.46907, 2.04232, -27.91354], [-10.30111, -1.83705, -15.69489], [-11.13792, 3.63775, -12.35890], [-5.38314, 7.27872, -15.40568], [-7.00538, -6.36438, -10.63005], [-3.99684, -1.47831, -17.24602], [-7.78919, 10.02508, -25.47128], [-9.88070, 7.93890, -25.37069], [-3.67903, 2.32152, -20.26263], [-5.93252, -0.71196, -12.39071], [-6.15209, -2.15874, -10.31717], [-5.71647, 7.73757, -19.29417], [-7.91708, 1.65631, -22.20065], [-13.58279, 2.42251, -17.42063], [-10.21319, 3.25955, -17.06643], [-7.30866, 5.88916, -19.65892], [-6.67011, 4.42426, -13.79354], [-7.57307, -6.71813, -14.61704], [-4.34538, 1.53792, -13.03693], [-12.03605, 3.76602, -18.77175], [-5.74150, -2.63935, -21.86551], [-6.70780, 4.35215, -20.34604], [-9.77116, 3.29358, -14.71717], [-3.27822, 2.61462, -16.39477], [-5.12351, 3.18335, -23.61137], [-5.92300, -6.29073, -13.99280], [-10.67218, -3.34173, -16.59159], [-12.13292, -4.11203, -22.41936], [-9.22724, 7.25436, -23.39861], [-14.06213, 4.93626, -19.49921], [-4.78345, 1.54307, -25.51237], [-4.10279, 5.74095, -14.04109], [-4.38358, 8.77741, -18.73065], [-14.55093, 2.61381, -18.93872], [-5.79908, 5.85679, -20.46965], [-12.63228, 3.89734, -16.56621], [-12.15471, 10.18660, -26.04851], [-11.61125, -2.12029, -19.18030], [-10.46371, -0.47842, -17.71230], [-12.81210, -3.77502, -15.61148], [-7.27483, -2.99742, -22.52350], [-9.98704, -3.30607, -21.39595], [-5.78459, -6.80770, -11.65855], [-12.06642, 8.75281, -25.14011], [-6.14497, -1.04905, -15.25014], [-6.03076, 1.84163, -13.07499], [-6.67121, -2.63264, -15.04564], [-11.43507, 5.46765, -12.36741], [-5.43010, -4.60097, -10.60315], [-13.93011, -2.49667, -15.62847], [-11.24208, -2.99559, -23.59895], [-11.35236, 2.79950, -15.02726], [-6.12871, 5.92741, -17.58967], [-11.60661, 5.48431, -18.77955], [-7.16272, -2.54728, -20.81281], [-5.69934, -0.10650, -21.07906], [-4.17277, 7.11616, -18.64326], [-7.12406, 1.53365, -28.28492], [-7.86371, 6.64210, -24.18218], [-12.56299, 4.30029, -13.02579], [-6.02836, 0.45648, -27.49108], [-5.06407, 3.24082, -25.95613], [-6.87215, 3.23305, -24.02586], [-6.46528, 2.06195, -21.26251], [-6.00892, 3.80435, -15.21786], [-9.09901, -1.62667, -17.60153], [-12.47636, -2.16239, -14.71105], [-7.12087, -5.04762, -14.21007], [-7.92383, -3.78722, -11.99550], [-5.32120, -0.84944, -17.62351], [-8.17308, 9.44644, -23.25438], [-12.27495, 10.41981, -24.34345], [-6.47761, 7.40152, -22.01138], [-5.62240, -2.35718, -13.02959], [-7.48547, 8.35347, -25.82990], [-8.91207, -1.59897, -20.00798]],
  "forces_ev_per_a": [[-0.042, -1.171, -2.751], [0.144, -1.061, -0.663], [1.834, 0.387, 1.223], [0.992, 0.375, 0.456], [-1.671, 0.140, 2.967], [0.319, -0.382, -1.309], [0.853, 0.048, 0.015], [-0.622, -0.403, 1.025], [-0.176, -1.463, -0.791], [-0.235, 0.073, -1.790], [-0.147, -0.476, -0.070], [0.264, 0.283, -0.841], [-0.271, 1.049, -0.126], [0.319, 0.795, 1.708], [-0.513, -0.694, -1.971], [0.123, -0.455, 0.148], [-1.044, 0.153, 1.482], [-0.581, -2.366, 0.018], [-0.732, 0.111, 0.992], [0.846, 1.720, 0.780], [0.267, 2.015, -1.067], [1.752, -0.955, -0.931], [1.406, 1.860, 0.964], [-1.091, 0.504, 4.730], [0.467, 0.195, -0.027], [-0.032, -0.774, 0.292], [-1.692, -0.169, -4.373], [0.036, -0.275, 0.845], [0.237, 0.150, -0.615], [-0.983, -0.118, 1.934], [0.047, 1.388, -0.631], [2.413, -0.272, -1.447], [-1.254, -0.218, -1.050], [-0.348, 1.467, 0.986], [0.502, -0.583, 0.615], [-0.563, 0.557, -1.390], [-1.780, -0.056, -1.194], [-0.058, 0.338, -0.369], [-0.244, 0.512, 0.233], [-1.316, -0.344, 0.015], [1.681, 0.150, 1.228], [0.006, -0.193, -1.896], [-1.737, -2.672, 1.608], [0.578, -0.139, 0.560], [-0.831, -0.197, 0.506], [1.280, -0.009, 1.350], [1.177, 1.043, -0.703], [0.101, 1.258, 0.233], [-0.189, -0.971, 1.249], [-1.567, 0.576, 0.727], [-0.676, 0.413, -0.533], [-0.698, -0.331, 0.512], [0.125, 1.368, -0.750], [0.469, 0.342, 0.617], [-0.497, -1.135, -0.483], [-0.086, -2.010, 0.197], [-0.998, 0.177, -0.200], [1.183, -0.519, -1.960], [0.034, 0.418, 1.407], [-1.627, -1.394, 0.130], [1.337, -0.983, -0.520], [-0.406, 0.305, 0.125], [0.044, 0.291, -0.150], [0.643, -0.040, -0.943], [0.671, 0.294, 0.106], [0.181, 0.631, -0.407], [0.390, -0.185, 0.289], [0.159, -0.079, -0.201], [-0.512, 0.275, -0.281], [0.163, 0.443, -0.135], [0.061, 0.740, -0.699], [-0.193, 0.198, -0.045], [-0.115, -0.034, -0.259], [-0.657, -0.523, 0.463], [0.205, -0.246, -0.447], [0.548, -0.791, -0.447], [0.834, 0.320, -0.498], [-0.250, -0.742, 0.399], [-0.180, 0.335, 0.170], [0.221, -0.204, -0.020], [-0.567, -0.395, -0.260], [0.028, 0.202, 0.914], [0.566, 0.085, 0.449], [-0.044, 0.315, -0.306], [-0.043, 0.325, -0.046], [0.192, -0.162, 0.432], [0.819, 0.166, 0.072], [0.849, 1.493, 0.983], [-1.164, -0.116, -0.339], [0.244, 0.038, -0.025], [0.349, 0.149, 0.120], [-0.880, 0.078, 0.923], [-0.162, -0.069, 0.277], [0.257, 0.012, 0.156], [0.593, -0.336, -0.333], [0.160, 0.069, -0.234], [-0.181, 0.248, -0.028], [0.299, -0.132, -0.311], [-0.023, -0.076, -0.469], [-0.447, -0.192, -0.036], [-0.054, 0.420, 0.503], [0.297, 0.095, -0.237], [0.379, 0.485, 0.339], [-0.001, -0.084, -0.782], [0.433, 0.738, 0.113], [-0.323, 0.096, -0.196], [0.473, -0.250, -0.390], [-0.629, -0.164, 0.129], [-0.194, 0.276, 0.361], [0.190, -0.346, -0.254], [0.289, -0.068, -0.258], [0.487, -0.453, -0.295], [-0.312, 0.029, 0.390], [0.224, -0.191, -0.532], [0.277, -0.081, 0.075], [-0.496, 0.421, 0.476], [-0.483, 0.438, 0.374], [0.075, -0.307, -0.068], [0.323, 0.011, -0.353], [0.005, 0.095, 0.341], [0.164, 0.232, -0.337], [-0.338, -0.043, 0.456], [0.087, 0.160, -0.431], [0.922, -0.081, -0.107], [-0.290, 0.046, 0.072], [0.017, -0.118, 0.163], [0.676, 0.075, -0.434], [0.280, -0.101, 0.793], [-0.132, 0.799, 0.745], [-0.419, 0.155, -0.368], [-0.378, -0.329, -0.594], [0.311, -0.329, 0.288], [0.082, -0.035, -0.161], [-0.014, 0.463, -0.377], [-0.282, -0.796, -0.676], [-0.886, 0.220, 0.119], [0.216, -0.246, 0.215], [-0.053, 0.106, 0.040], [0.001, 0.086, 0.148], [0.350, 0.128, -0.096], [-0.280, -0.709, 0.330], [-0.433, 0.480, 0.567], [0.738, 0.052, 0.133], [-0.490, 0.006, 0.300], [0.112, -0.246, 0.060], [-0.093, 0.188, -0.178], [-0.066, 0.159, -0.036], [0.280, 0.590, -0.527], [0.430, -0.829, -0.039], [0.237, 0.148, -0.880], [-0.414, -1.260, 1.325], [-0.181, 0.240, -0.035], [-0.014, -0.464, -0.239], [-0.417, 0.509, -0.211], [-0.157, -0.073, 0.164], [0.052, -0.523, 0.270], [0.206, 0.634, -0.367], [0.371, -0.056, 0.321], [-0.351, -0.191, -0.327], [0.052, 0.024, -0.092]],
  "lumo_ev": 2.05,
  "mol_weight_g_mol": 976.67,
  "relative_energy_ev": 3.5140,
  "largest_force_ev_per_a": 4.88,
  "total_energy_ha": -3719.3375,
  "total_charge": -1,
  "orbital_gap_ev": 8.6,
  "e_homo_ev": -6.587
}